[1]
ORCA calculation (ωB97M-V/def2-TZVPD) on a 5-piece molecular cluster, C12H22FNO9 overall.

Positions of all 45 atoms, in Å:
N1 0.37161 1.88274 -2.68533
H1 -0.50298 2.40907 -2.44086
H2 0.05234 0.79644 -2.54102
H3 1.09288 2.01776 -2.07368
H4 0.58413 2.08139 -3.63915
F1 -0.85345 1.51437 -0.13019
C1 1.54671 -3.15191 0.80752
C2 0.47309 -2.85997 -0.31486
C3 0.20007 -1.38424 -0.73599
O1 0.56724 -1.49207 -2.12360
C4 1.01895 -2.62663 -2.47348
O2 1.46999 -2.91199 -3.60686
O3 0.95634 -3.42363 -1.50715
H5 2.09265 -4.27745 0.84911
H6 1.26625 -3.08779 1.84473
H7 2.36482 -2.47072 0.83995
H8 -0.47680 -3.40837 -0.06742
H9 0.98295 -0.66776 -0.14915
H10 -0.84079 -1.01673 -0.49976
C5 4.28375 3.40643 1.68125
C6 3.34522 2.25605 1.64673
C7 2.27235 2.21778 0.56898
O4 2.95249 1.45089 -0.46841
C8 3.88993 0.66436 0.07296
O5 4.47198 -0.23659 -0.55990
O6 4.00566 0.97812 1.34904
H11 4.90930 3.39293 0.87759
H12 5.15991 3.15300 2.37113
H13 3.62621 4.53398 1.85472
H14 2.85696 2.09205 2.44437
H15 2.13732 3.15625 0.06243
H16 1.31276 1.89208 0.75465
C9 -3.99532 -2.03604 0.75521
C10 -4.46051 -0.69679 1.26093
C11 -3.70174 0.42030 0.40837
O7 -4.68351 1.00655 -0.31717
C12 -5.78811 0.58041 0.00959
O8 -6.83670 0.89101 -0.64440
O9 -5.77485 -0.39244 0.85724
H17 -4.19306 -2.26170 -0.20946
H18 -4.60873 -2.79451 1.39135
H19 -3.03838 -2.43876 1.25288
H20 -4.23847 -0.49513 2.32554
H21 -2.72340 0.19747 -0.06577
H22 -3.54705 1.13978 0.96734

Output
net charge	0
HOMO-LUMO gap	0.3360	hartree
multiplicity	1
energy relative to the best compared isomer or geometry (same formula, charge and spin)	38.3	kcal per mole
lowest unoccupied orbital energy	-0.0195	hartree

---

[2]
ORCA calculation (ωB97M-V/def2-TZVPD) on C4H4N2O as an isolated structure.

Positions of all 11 atoms, in Å:
O1 -2.81125 -1.05015 -0.00697
C1 -2.10494 -0.07605 0.03518
C2 -0.61243 -0.01365 0.32514
C3 0.12208 1.08147 0.00452
N1 1.44086 1.02476 -0.24249
C4 1.81392 -0.23938 -0.11716
N2 0.89768 -1.15224 0.15120
H1 -2.57669 0.93382 -0.19322
H2 -0.38837 2.04020 -0.03558
H3 2.88353 -0.46172 -0.23421
H4 1.33561 -2.08706 0.31361

Output
net charge	0
HOMO-LUMO gap	0.3491	hartree
multiplicity	1
energy relative to the best compared isomer or geometry (same formula, charge and spin)	70.1	kcal per mole
lowest unoccupied orbital energy	-0.0001	hartree

---

[3]
ORCA calculation (ωB97M-V/def2-TZVPD) on a 2-piece molecular cluster, C4H10O3 overall.

Positions of all 17 atoms, in Å:
C1 -0.61923 -1.57201 0.36133
C2 0.20402 0.35374 -0.89335
C3 1.42612 0.30732 -1.44383
O1 0.26682 -2.40810 -0.32823
O2 -0.54789 -1.83585 1.75702
H1 -0.12594 -2.66561 2.02306
H2 1.06232 -1.87358 -0.51444
H3 -1.61953 -1.86270 0.00942
H4 -0.70870 0.47720 -1.45950
H5 2.31618 0.25631 -0.82999
H6 1.53406 0.16465 -2.51112
C4 -0.56728 2.22051 0.60781
O3 0.05670 0.91690 0.47746
H7 -0.56924 -0.07792 0.75558
H8 0.18642 2.95781 0.33899
H9 -1.46304 2.31385 -0.00900
H10 -0.83178 2.32747 1.65880

Output
net charge	0
HOMO-LUMO gap	0.2985	hartree
multiplicity	1
energy relative to the best compared isomer or geometry (same formula, charge and spin)	140.8	kcal per mole
lowest unoccupied orbital energy	0.0277	hartree

---

[4]
ORCA calculation (ωB97M-V/def2-TZVPD) on an isolated ion of composition C22H33FNO8 and charge +1.

Positions of all 65 atoms, in Å:
C1 5.02368 2.78649 0.54780
C2 4.01805 2.17630 -0.44925
O1 3.18634 1.26019 0.27488
C3 2.99545 0.06033 -0.41446
C4 1.75790 -0.69898 0.02105
C5 1.66704 -2.04458 -0.30714
C6 2.81248 -2.63841 -1.10867
O2 3.62623 -3.33655 -0.55558
O3 2.92721 -2.35386 -2.42949
O4 1.63202 -2.19813 -2.98418
C7 0.57428 -2.79862 0.07785
C8 0.55357 -4.25389 -0.28944
C9 0.78362 -5.10886 1.00331
C10 2.16442 -4.92357 1.63905
O5 0.84016 -4.38787 2.18288
C11 -0.44042 -2.19108 0.77572
C12 -1.63874 -3.02221 1.20061
O6 -2.24848 -3.75854 0.15941
C13 -2.40969 -3.02385 -1.04560
N1 -0.34002 -0.89590 1.09958
C14 -1.35938 -0.16712 1.88192
C15 -2.29380 0.66388 0.94994
C16 -2.06326 2.18517 1.04526
C17 -3.31741 3.03410 0.77809
C18 -2.92155 4.52213 0.92519
C19 -2.11817 5.06787 -0.25986
O7 -2.63747 4.66825 -1.54965
C20 -1.78445 3.85535 -2.24144
C21 -2.17883 2.40025 -2.49469
O8 -0.71875 4.24455 -2.66584
C22 0.71892 -0.18684 0.71129
F1 0.72325 1.08167 1.02914
H1 5.27841 3.80717 0.25976
H2 5.92709 2.18119 0.62430
H3 4.52715 2.82377 1.52000
H4 4.58294 1.67530 -1.23956
H5 3.43438 3.00948 -0.85048
H6 3.85528 -0.59490 -0.18783
H7 2.97985 0.16089 -1.50884
H8 1.75619 -1.53398 -3.67897
H9 1.35777 -4.55656 -0.95866
H10 -0.38294 -4.60590 -0.71340
H11 0.36668 -6.10638 1.02357
H12 2.42598 -5.49000 2.52450
H13 2.61893 -3.95043 1.51347
H14 -2.42266 -2.46102 1.71497
H15 -1.25546 -3.74964 1.92358
H16 -2.84697 -2.03084 -0.88607
H17 -3.12506 -3.58400 -1.65205
H18 -1.48660 -2.98998 -1.63574
H19 -1.95305 -0.81738 2.51226
H20 -0.89786 0.55399 2.55366
H21 -2.11411 0.35514 -0.08607
H22 -3.34748 0.45966 1.15946
H23 -1.32842 2.46017 0.27910
H24 -1.63265 2.50025 2.00059
H25 -4.02549 2.84153 1.59117
H26 -3.76521 2.86394 -0.19826
H27 -2.25750 4.58792 1.79550
H28 -3.79140 5.14180 1.15023
H29 -1.07981 4.72475 -0.20419
H30 -2.05966 6.15688 -0.20899
H31 -2.23410 2.21058 -3.56534
H32 -3.16814 2.20967 -2.07032
H33 -1.47032 1.72928 -2.00902

Output
net charge	+1
HOMO-LUMO gap	0.3159	hartree
SMILES string	CCOCc1c(C(=O)OO)c(C[C@H]2CO2)c(COC)[n+](CCCCCCOC(C)=O)c1F
multiplicity	1
lowest unoccupied orbital energy	-0.1489	hartree

---

[5]
ORCA calculation (ωB97M-V/def2-TZVPD) on an isolated ion of composition H4NO2P2 and charge -1.

Positions of all 9 atoms, in Å:
N1 0.38354 -0.19113 -1.43610
O1 -0.38106 1.91376 -0.00894
O2 1.49369 0.36295 0.87561
P1 -1.30887 -0.84675 0.90808
P2 0.22820 0.55882 0.11805
H1 1.33862 -0.02984 -1.72858
H2 -0.24810 0.29167 -2.06036
H3 -1.16855 -0.27161 2.15828
H4 -0.33746 -1.78786 1.17396

Output
net charge	-1
HOMO-LUMO gap	0.3286	hartree
SMILES string	N[P@](=O)([O-])P
multiplicity	1
energy relative to the best compared isomer or geometry (same formula, charge and spin)	0.0	kcal per mole
lowest unoccupied orbital energy	0.1665	hartree

---

[6]
ORCA calculation (ωB97M-V/def2-TZVPD) on C46H44N2O2P2Y as an isolated structure.

Positions of all 97 atoms, in Å:
Y1 0.67590 0.39313 1.46972
C1 3.56646 1.66262 2.03352
C2 2.47762 2.29167 2.65045
C3 1.57914 2.72192 1.63685
C4 2.14539 2.34920 0.39127
C5 3.35439 1.68307 0.63767
H1 4.42597 1.23972 2.54297
H2 2.38523 2.50238 3.70723
H3 0.81069 3.46928 1.75356
H4 1.78498 2.67832 -0.57022
H5 4.02639 1.28819 -0.11447
C6 -1.58341 2.68379 3.06592
N1 -1.01982 1.36047 3.34319
C7 -0.33253 1.37236 4.64223
C8 -2.11161 0.35972 3.36505
C9 -1.58724 -1.05587 3.33712
C10 -2.28560 -2.06845 3.98965
C11 -1.86382 -3.39211 3.87290
C12 -0.73935 -3.68414 3.10668
C13 -0.04778 -2.64680 2.48504
C14 -0.44126 -1.30174 2.57786
H6 -2.39006 2.92497 3.76537
H7 -1.97703 2.70938 2.05007
H8 -0.80665 3.44092 3.16359
H9 -1.02728 1.65303 5.44093
H10 0.48687 2.08971 4.62248
H11 0.06541 0.38595 4.86053
H12 -2.72510 0.54125 2.47600
H13 -2.75755 0.53025 4.23555
H14 -3.16083 -1.82976 4.59100
H15 -2.40433 -4.18579 4.38254
H16 -0.40076 -4.71098 3.00401
H17 0.82276 -2.91140 1.89105
O1 -0.99009 1.42198 -0.01703
P1 -1.07536 1.89308 -1.45101
C15 -0.12306 0.80616 -2.54756
P2 -0.10052 -0.87016 -1.86302
O2 0.71966 -0.87637 -0.58980
C16 -1.81196 -1.35138 -1.67287
C17 -2.29004 -1.76416 -0.42869
C18 -3.62115 -2.15359 -0.29620
C19 -4.46426 -2.12803 -1.40023
C20 -3.98771 -1.71870 -2.64563
C21 -2.66368 -1.33451 -2.78433
C22 0.56867 -1.96584 -3.10001
C23 1.68059 -1.55703 -3.84748
C24 2.26510 -2.42592 -4.75611
C25 1.74789 -3.70701 -4.91753
C26 0.65227 -4.12328 -4.17029
C27 0.05625 -3.25652 -3.26212
C28 -0.44533 3.54010 -1.68263
C29 -0.63019 4.45095 -0.63888
C30 -0.16921 5.75278 -0.77198
C31 0.47203 6.14735 -1.94259
C32 0.65561 5.24280 -2.98242
C33 0.20074 3.93650 -2.85262
C34 -2.76708 1.89702 -1.98147
C35 -3.11310 2.24608 -3.28793
C36 -4.44860 2.27041 -3.65933
C37 -5.43426 1.95823 -2.72287
C38 -5.08651 1.61648 -1.42119
C39 -3.74769 1.57907 -1.04624
H18 0.90587 1.16790 -2.55475
H19 -0.52587 0.80990 -3.56563
H20 -1.63292 -1.79942 0.42975
H21 -3.98848 -2.48588 0.67211
H22 -5.50254 -2.43383 -1.29542
H23 -4.64958 -1.70301 -3.50559
H24 -2.29458 -1.02499 -3.76155
H25 2.09443 -0.55917 -3.72122
H26 3.11973 -2.10533 -5.34147
H27 2.20131 -4.38439 -5.63550
H28 0.25473 -5.12284 -4.30056
H29 -0.80299 -3.58286 -2.68727
H30 -1.11937 4.13447 0.27798
H31 -0.30286 6.46054 0.04004
H32 0.84021 7.16525 -2.04175
H33 1.15863 5.55333 -3.89220
H34 0.35558 3.23520 -3.66927
H35 -2.34777 2.51250 -4.01598
H36 -4.72522 2.54024 -4.67386
H37 -6.48098 1.98106 -3.01528
H38 -5.85761 1.36879 -0.69769
H39 -3.45842 1.29105 -0.03915
N2 2.69388 -1.06845 1.74826
C40 3.56803 -1.78423 1.87363
C41 4.70340 -2.67866 2.00855
C42 5.04049 -3.51693 0.95082
C43 6.12703 -4.36465 1.08257
C44 6.86304 -4.37082 2.26251
C45 6.51959 -3.52702 3.31277
C46 5.43534 -2.67546 3.18944
H40 4.45208 -3.49907 0.03975
H41 6.39947 -5.02196 0.26561
H42 7.71371 -5.03758 2.36360
H43 7.09661 -3.53263 4.22941
H44 5.15187 -2.01187 4.00003

Output
net charge	+1
HOMO-LUMO gap	0.2879	hartree
multiplicity	1
energy relative to the best compared isomer or geometry (same formula, charge and spin)	0.0	kcal per mole
lowest unoccupied orbital energy	-0.0705	hartree

---

[7]
ORCA calculation (ωB97M-V/def2-TZVPD) on a 2-piece molecular cluster, C13H23N2O overall.

Positions of all 39 atoms, in Å:
C1 1.36510 5.08467 -2.27519
O1 0.18450 4.32630 -2.15992
C2 0.39001 2.96904 -1.86715
C3 -0.73912 2.16647 -1.66146
C4 -0.62276 0.83594 -1.35890
C5 0.64387 0.22663 -1.20154
C6 0.73136 -1.13278 -0.84980
N1 1.78116 -1.74239 -0.19178
C7 1.92835 -3.20221 -0.19788
C8 2.87596 -1.01590 0.45495
C9 1.77968 1.04062 -1.42691
C10 1.65156 2.36511 -1.76459
H1 1.10517 6.14112 -2.36214
H2 1.98032 4.95213 -1.38379
H3 1.90704 4.78296 -3.17293
H4 -1.70997 2.62655 -1.74012
H5 -1.50662 0.23861 -1.21813
H6 -0.14180 -1.73722 -1.00117
H7 2.85492 -3.49343 0.29260
H8 1.10136 -3.68269 0.32140
H9 1.95956 -3.56895 -1.22063
H10 3.19272 -1.53920 1.35554
H11 3.72759 -0.94983 -0.22336
H12 2.55895 -0.01355 0.74634
H13 2.75401 0.58764 -1.39187
H14 2.52967 2.94360 -1.98538
C11 -4.39403 -1.42531 2.21691
C12 -2.96163 -1.73004 2.62726
C13 -1.92129 -1.11515 1.69339
N2 -0.56433 -1.41293 2.13267
H15 -5.11013 -1.93723 2.86480
H16 -4.59929 -0.35173 2.26142
H17 -4.59305 -1.75501 1.19481
H18 -2.77457 -1.38298 3.65364
H19 -2.80164 -2.81833 2.65855
H20 -2.08315 -1.48174 0.67079
H21 -2.04864 -0.02658 1.64221
H22 -0.53436 -2.35508 2.50754
H23 0.10352 -1.41714 1.35980

Output
net charge	+1
HOMO-LUMO gap	0.2681	hartree
multiplicity	1
energy relative to the best compared isomer or geometry (same formula, charge and spin)	9.2	kcal per mole
lowest unoccupied orbital energy	-0.1783	hartree

---

[8]
ORCA calculation (ωB97M-V/def2-TZVPD) on C35H39MnN4O4PS2 as an isolated structure.

Positions of all 86 atoms, in Å:
Mn1 0.35552 -0.32816 -0.14533
N1 -0.18452 0.11155 1.89396
C1 -0.08368 0.12044 3.03358
C2 0.04212 0.13428 4.46583
C3 0.20427 1.34596 5.13633
C4 0.35053 1.33852 6.51115
C5 0.33453 0.13375 7.20570
C6 0.16861 -1.07183 6.53194
C7 0.02125 -1.07866 5.15715
H1 0.21167 2.27764 4.58192
H2 0.47542 2.27297 7.04378
H3 0.45070 0.13412 8.28272
H4 0.15236 -2.00467 7.08148
H5 -0.11185 -2.00664 4.61593
C8 6.59589 -1.65114 -0.56569
C9 5.21650 -1.63353 -1.16613
O1 4.43350 -0.57783 -0.50749
P1 2.87126 -0.71851 -0.24197
O2 2.70108 -0.94157 1.33406
C10 3.50616 -0.27368 2.35841
C11 4.28317 -1.30949 3.12497
O3 2.42585 0.87662 -0.28433
C12 2.93805 1.84237 -1.25631
C13 4.11551 2.60182 -0.69567
H6 7.20344 -2.41430 -1.06114
H7 6.55355 -1.87948 0.50260
H8 7.08291 -0.68194 -0.69726
H9 4.71698 -2.59673 -1.03792
H10 5.25252 -1.40198 -2.22786
H11 2.80908 0.25719 3.00277
H12 4.16195 0.45340 1.88707
H13 3.61339 -2.06642 3.53876
H14 4.81666 -0.82978 3.94792
H15 5.01403 -1.80516 2.48214
H16 2.10876 2.51515 -1.45250
H17 3.20099 1.32654 -2.18002
H18 3.84443 3.08332 0.24718
H19 4.41268 3.37760 -1.40652
H20 4.96458 1.94135 -0.52557
S1 0.56739 -1.92579 -4.84242
C14 0.83171 -0.24346 -4.76199
C15 0.81150 0.15631 -3.46872
N2 0.59374 -0.85167 -2.54309
C16 0.44713 -1.99737 -3.15062
H21 0.98189 0.35621 -5.65189
H22 0.95256 1.17730 -3.13391
H23 0.25928 -2.93339 -2.63856
N3 -1.17743 -4.45085 -0.21219
C17 -0.17673 -3.55020 -0.18517
N4 -0.59806 -2.34207 0.08982
C18 -1.98559 -2.46093 0.28695
C19 -2.93578 -1.50540 0.65225
C20 -4.24751 -1.91606 0.75280
C21 -4.61589 -3.25364 0.51542
C22 -3.68278 -4.21257 0.18618
C23 -2.36164 -3.78450 0.08516
H24 -1.06724 -5.43714 -0.36917
H25 0.85688 -3.81947 -0.35802
H26 -2.63630 -0.48822 0.86799
H27 -5.01593 -1.20077 1.02524
H28 -5.65859 -3.53801 0.60764
H29 -3.96703 -5.24801 0.03093
O4 -0.60324 1.40148 -0.92438
S2 -1.23982 2.35087 -1.93610
C24 -2.54127 3.19251 -1.07099
C25 -2.80783 4.50251 -1.43454
C26 -3.84748 5.17032 -0.79766
C27 -4.57907 4.52982 0.19250
C28 -4.28272 3.21825 0.55524
C29 -3.25772 2.53756 -0.08009
C30 -2.26650 1.43512 -3.08820
C31 -2.72376 2.10821 -4.21315
C32 -3.49873 1.42400 -5.13674
C33 -3.79792 0.07988 -4.93859
C34 -3.33130 -0.57997 -3.80710
C35 -2.55787 0.10228 -2.87639
H30 -2.21544 5.00124 -2.19851
H31 -4.07766 6.19353 -1.06907
H32 -5.38301 5.05770 0.69235
H33 -4.85655 2.72606 1.33240
H34 -3.00667 1.51877 0.18972
H35 -2.48674 3.15943 -4.36633
H36 -3.87339 1.94306 -6.01380
H37 -4.39556 -0.45356 -5.66775
H38 -3.57289 -1.62746 -3.64050
H39 -2.20231 -0.39502 -2.00255

Output
net charge	+2
HOMO-LUMO gap (spin up / spin down)	0.3464 / 0.3385	hartree
multiplicity	6
lowest unoccupied orbital energy (spin up / spin down)	-0.1616 / -0.1696	hartree

---

Number 1: molar mass 343.304 g mol⁻¹. Number 2: molar mass 96.089 g mol⁻¹. Number 3: molar mass 106.121 g mol⁻¹. Number 4: molar mass 458.503 g mol⁻¹. Number 5: molar mass 111.985 g mol⁻¹. Number 6: molar mass 807.724 g mol⁻¹. Number 7: molar mass 223.340 g mol⁻¹. Number 8: molar mass 729.767 g mol⁻¹.